1.
Molecular formula: C6H10
Method: DFT, the ωB97M-V functional and the def2-TZVPD basis

Last column: Mulliken charge in e.
Geometry (Å):
C1 -0.290 1.703 -0.442  -1.39
C2 -0.651 0.535 0.478  0.00
C3 -1.269 -0.709 -0.194  -0.57
C4 0.043 -1.448 -0.044  -0.63
C5 1.596 -0.514 -0.171  -0.98
C6 0.554 -0.366 0.848  0.21
H1 -1.118 2.416 -0.532  0.39
H2 0.588 2.222 -0.038  0.31
H3 -0.030 1.371 -1.453  0.33
H4 -1.211 0.918 1.336  0.42
H5 -1.404 -1.487 0.695  0.22
H6 -1.938 -0.636 -1.090  0.32
H7 0.121 -2.491 -0.296  0.45
H8 1.608 -0.074 -1.150  0.25
H9 2.566 -0.915 0.177  0.28
H10 0.837 -0.525 1.876  0.39

- E_LUMO (Eh) = 0.043
- E_tot (eV) = -6379.8040
- net charge = 0
- frontier orbital gap (Ha) = 0.3263
- SMILES = C[C@H]1C[C@H]2C[C@H]21
- HOMO energy (eV) = -7.71
- energy relative to the best compared isomer or geometry (same formula, charge and spin) (kJ/mol) = 391.3
- M (g/mol) = 82.146


2.
Molecular formula: C28H39AsBrFNO2Si2V
Method: DFT, the ωB97M-V functional and the def2-TZVPD basis

Last column: Mulliken charge in e.
Geometry (Å):
V1 -0.241 0.203 0.285  -1.78
C1 3.495 3.618 -0.582  -1.39
Si1 1.741 3.007 -0.608  1.08
C2 0.624 4.235 0.235  -1.31
C3 1.326 2.750 -2.404  -0.76
C4 1.647 1.290 0.312  2.25
C5 2.067 0.123 -0.463  -1.01
C6 3.049 -0.018 -1.455  -0.89
C7 3.308 -1.272 -1.947  -0.69
C8 2.550 -2.375 -1.520  -1.18
C9 1.530 -2.173 -0.638  -0.28
N1 1.306 -0.938 -0.124  0.96
Si2 2.323 1.209 2.122  0.30
C10 2.792 -0.554 2.495  -0.91
C11 3.891 2.175 2.266  -1.36
C12 1.076 1.965 3.269  -0.75
H1 3.580 4.350 -1.391  0.46
H2 4.247 2.851 -0.769  0.35
H3 3.755 4.130 0.340  0.37
H4 -0.257 4.432 -0.375  0.33
H5 1.152 5.182 0.368  0.48
H6 0.288 3.914 1.221  0.21
H7 0.920 3.687 -2.793  0.47
H8 0.575 1.991 -2.592  -0.08
H9 2.217 2.520 -2.991  0.37
H10 3.627 0.843 -1.762  0.43
H11 4.103 -1.418 -2.667  0.53
H12 2.740 -3.368 -1.901  0.51
H13 0.855 -2.956 -0.326  0.35
H14 3.599 -0.846 1.815  0.33
H15 2.022 -1.318 2.420  0.06
H16 3.205 -0.594 3.506  0.50
H17 4.631 1.911 1.512  0.40
H18 4.311 1.913 3.241  0.43
H19 3.741 3.252 2.252  0.29
H20 0.041 1.660 3.117  0.00
H21 1.109 3.048 3.142  0.40
H22 1.348 1.756 4.306  0.53
C13 -0.231 -1.008 4.068  -1.25
As1 -0.850 -1.374 2.278  1.14
C14 -2.760 -1.361 2.603  -1.22
C15 -0.400 -3.227 2.025  -1.34
H23 -0.630 -1.818 4.680  0.57
H24 -0.638 -0.060 4.407  0.46
H25 0.851 -0.997 4.124  0.31
H26 -3.011 -2.304 3.089  0.53
H27 -3.346 -1.233 1.700  0.41
H28 -2.971 -0.532 3.275  0.41
H29 0.679 -3.366 2.071  0.40
H30 -0.787 -3.588 1.074  0.39
H31 -0.869 -3.780 2.840  0.54
F1 -2.900 -2.754 -4.290  -0.31
C16 -2.291 -2.121 -3.293  0.09
C17 -1.155 -1.375 -3.580  -1.05
C18 -0.517 -0.723 -2.546  0.01
C19 -1.026 -0.801 -1.245  1.92
C20 -2.165 -1.558 -0.984  -0.68
C21 -2.806 -2.233 -2.019  -0.93
H32 -0.793 -1.328 -4.598  0.56
H33 0.382 -0.159 -2.760  0.54
H34 -2.593 -1.636 0.005  0.14
H35 -3.693 -2.827 -1.850  0.53
Br1 -2.495 2.738 -2.831  -0.08
C22 -3.403 3.165 -1.240  0.24
C23 -4.527 3.960 -1.368  -0.72
C24 -5.302 4.263 -0.256  -0.53
C25 -4.983 3.758 1.001  -0.90
C26 -3.873 2.954 1.133  -0.52
C27 -3.059 2.660 0.023  0.20
C28 -1.903 1.863 0.303  0.93
O1 -0.855 1.772 -0.488  0.06
O2 -1.751 1.123 1.333  -0.74
H36 -4.801 4.335 -2.344  0.48
H37 -6.172 4.893 -0.382  0.44
H38 -5.593 3.995 1.859  0.45
H39 -3.600 2.559 2.101  0.50

- E_LUMO (spin up / spin down) (Eh) = -0.281 / -0.281
- E_tot (eV) = -210282.2597
- net charge = +2
- frontier orbital gap (spin up / spin down) (Ha) = 0.2489 / 0.2488
- HOMO energy (spin up / spin down) (eV) = -14.41 / -14.41
- energy relative to the best compared isomer or geometry (same formula, charge and spin) (kJ/mol) = 0.0
- M (g/mol) = 702.565


3.
Molecular formula: C4H4O2
Method: DFT, the ωB97M-V functional and the def2-TZVPD basis

Last column: Mulliken charge in e.
Geometry (Å):
C1 2.062 -0.444 0.328  -0.54
C2 0.925 0.041 -0.008  0.21
C3 -0.329 0.426 0.106  -0.06
O1 -0.695 1.731 0.094  -0.55
C4 -1.329 -0.557 -0.286  0.22
O2 -2.377 -0.170 -0.765  -0.55
H1 1.433 -0.410 1.504  0.28
H2 2.916 -0.681 -0.390  0.27
H3 -1.533 1.695 -0.397  0.37
H4 -1.075 -1.631 -0.185  0.34

- E_LUMO (Eh) = 0.002
- E_tot (eV) = -8303.2521
- net charge = 0
- frontier orbital gap (Ha) = 0.3306
- SMILES = C=C=C(O)C=O
- HOMO energy (eV) = -8.95
- energy relative to the best compared isomer or geometry (same formula, charge and spin) (kJ/mol) = 369.1
- M (g/mol) = 84.074


4.
Molecular formula: C2H5NOS2
Method: DFT, the ωB97M-V functional and the def2-TZVPD basis

Last column: Mulliken charge in e.
Geometry (Å):
C1 -0.494 1.568 0.316  -0.75
N1 -0.349 0.101 -0.081  0.15
O1 -1.671 -0.368 -0.208  -0.44
C2 0.575 -1.015 -0.371  0.40
S1 0.111 -2.534 -0.636  -0.44
S2 2.231 -0.418 -0.220  -0.21
H1 -0.232 2.282 -0.479  0.26
H2 0.232 1.677 1.284  0.27
H3 -1.596 1.632 0.519  0.34
H4 -1.566 -1.376 -0.354  0.28
H5 2.759 -1.548 0.229  0.15

- E_LUMO (Eh) = 0.012
- E_tot (eV) = -27360.1738
- net charge = 0
- frontier orbital gap (Ha) = 0.3305
- SMILES = CN(O)C(=S)S
- HOMO energy (eV) = -8.66
- energy relative to the best compared isomer or geometry (same formula, charge and spin) (kJ/mol) = 278.2
- M (g/mol) = 123.202


5.
Molecular formula: C17H21N5O3S
Method: DFT, the ωB97M-V functional and the def2-TZVPD basis

Last column: Mulliken charge in e.
Geometry (Å):
C1 -2.015 0.975 -4.762  -1.01
O1 -1.024 0.708 -3.802  -0.39
C2 0.293 0.817 -4.172  0.64
C3 0.709 1.103 -5.461  -0.47
C4 2.057 1.234 -5.760  -0.75
C5 2.999 1.073 -4.766  -0.89
C6 2.596 0.770 -3.477  -0.18
C7 1.251 0.633 -3.150  0.12
N1 0.818 0.394 -1.840  0.38
C8 1.726 0.657 -0.745  -0.74
C9 0.903 0.870 0.529  -1.32
N2 0.071 -0.288 0.788  0.26
C10 0.405 -1.122 1.798  0.87
O2 1.324 -0.894 2.556  -0.67
C11 -0.475 -2.361 1.952  -0.89
S1 -0.160 -3.117 3.567  -0.26
C12 -0.684 -1.787 4.575  0.31
N3 -1.270 -0.779 4.021  -0.23
C13 -1.642 0.251 4.835  0.77
N4 -2.271 1.271 4.189  -0.43
C14 -1.449 0.227 6.192  -0.76
C15 -0.827 -0.890 6.820  0.17
O3 -0.592 -1.060 7.998  -0.68
N5 -0.454 -1.897 5.893  -0.09
C16 -0.813 -0.569 -0.319  -0.92
C17 0.017 -0.785 -1.589  -0.52
H1 -1.987 0.253 -5.586  0.39
H2 -2.965 0.879 -4.237  0.24
H3 -1.926 1.989 -5.164  0.38
H4 -0.014 1.243 -6.249  0.39
H5 2.357 1.465 -6.771  0.38
H6 4.051 1.173 -4.988  0.38
H7 3.346 0.627 -2.715  0.46
H8 2.292 1.565 -0.957  0.58
H9 2.429 -0.176 -0.577  0.37
H10 1.559 1.016 1.388  0.47
H11 0.255 1.742 0.401  0.37
H12 -1.534 -2.110 1.914  0.39
H13 -0.226 -3.119 1.209  0.49
H14 -2.359 2.150 4.668  0.23
H15 -2.168 1.294 3.189  0.23
H16 -1.754 1.051 6.816  0.32
H17 0.025 -2.706 6.269  0.21
H18 -1.430 -1.442 -0.123  0.52
H19 -1.461 0.301 -0.471  0.22
H20 -0.646 -0.958 -2.433  0.47
H21 0.660 -1.672 -1.450  0.20

- E_LUMO (Eh) = 0.018
- E_tot (eV) = -42399.0193
- net charge = 0
- frontier orbital gap (Ha) = 0.3143
- SMILES = COc1ccccc1N1CCN(C(=O)CSc2nc(N)cc(=O)[nH]2)CC1
- HOMO energy (eV) = -8.05
- energy relative to the best compared isomer or geometry (same formula, charge and spin) (kJ/mol) = 51.7
- M (g/mol) = 375.454


6.
Molecular formula: C4H5N2O3P
Method: DFT, the ωB97M-V functional and the def2-TZVPD basis

Last column: Mulliken charge in e.
Geometry (Å):
C1 1.234 -2.625 -0.589  -0.47
C2 0.708 -2.273 -1.826  -0.25
C3 0.388 -0.652 -0.400  0.34
C4 -0.023 0.701 0.056  -0.53
N1 1.148 -1.522 0.296  -0.72
N2 0.103 -1.061 -1.701  -0.74
O1 -2.696 1.885 1.609  -0.67
O2 -0.469 2.180 2.854  -0.65
O3 -1.042 3.689 0.838  -0.68
P1 -1.396 2.586 1.768  0.98
H1 1.820 -3.518 -0.404  0.37
H2 0.710 -2.694 -2.864  0.36
H3 -0.964 0.730 0.647  0.03
H4 0.775 1.289 0.567  0.34
H5 -0.297 1.285 -0.851  0.30

- E_LUMO (Eh) = 0.244
- E_tot (eV) = -22642.7387
- net charge = -2
- frontier orbital gap (Ha) = 0.2556
- HOMO energy (eV) = -0.31
- energy relative to the best compared isomer or geometry (same formula, charge and spin) (kJ/mol) = 29.0
- M (g/mol) = 160.069


7.
Molecular formula: C10H16
Method: DFT, the ωB97M-V functional and the def2-TZVPD basis

Last column: Mulliken charge in e.
Geometry (Å):
C1 0.631 2.411 3.621  -1.31
C2 0.555 1.800 2.225  0.65
C3 -0.648 1.327 1.709  -0.51
C4 -0.666 0.687 0.474  -0.28
C5 0.520 0.503 -0.206  -0.17
C6 1.740 0.837 0.338  -0.74
C7 1.753 1.503 1.571  -0.34
H1 1.618 2.780 3.883  0.37
H2 0.285 1.638 4.304  0.29
H3 -0.029 3.286 3.632  0.33
H4 -1.560 1.551 2.250  0.35
H5 -1.626 0.234 0.249  0.32
H6 0.378 -0.024 -1.146  0.33
H7 2.674 0.714 -0.193  0.37
H8 2.676 1.640 2.121  0.30
C8 -2.070 -1.784 -2.491  -0.97
C9 -0.757 -2.589 -2.314  0.19
C10 -0.377 -3.274 -3.617  -1.31
H9 -1.865 -0.717 -2.392  0.22
H10 -2.811 -2.054 -1.737  0.21
H11 -2.453 -2.026 -3.482  0.42
H12 -0.013 -1.925 -1.867  0.02
H13 -0.816 -3.348 -1.525  0.27
H14 -1.292 -3.666 -4.070  0.32
H15 -0.019 -2.572 -4.392  0.32
H16 0.398 -4.034 -3.664  0.35

- E_LUMO (Eh) = 0.038
- E_tot (eV) = -10628.9522
- net charge = 0
- frontier orbital gap (Ha) = 0.3717
- SMILES = Cc1ccccc1.CCC
- HOMO energy (eV) = -9.08
- energy relative to the best compared isomer or geometry (same formula, charge and spin) (kJ/mol) = 76.4
- M (g/mol) = 136.238


8.
Molecular formula: C18H25N4Pd
Method: DFT, the ωB97M-V functional and the def2-TZVPD basis

Last column: Mulliken charge in e.
Geometry (Å):
Pd1 -0.188 -0.073 0.378  0.12
C1 -1.278 1.185 2.964  -0.73
C2 -1.577 2.058 1.744  -0.78
N1 -2.153 1.309 0.606  -0.08
C3 -3.342 0.494 0.874  -0.73
C4 -3.232 -0.918 0.279  -0.78
N2 -1.921 -1.565 0.469  -0.03
C5 -1.707 -2.260 1.752  -0.79
C6 -1.610 -1.287 2.915  -0.71
N3 -0.699 -0.148 2.645  -0.17
H1 -2.177 1.046 3.567  0.34
H2 -0.579 1.742 3.588  0.44
H3 -0.647 2.497 1.379  0.41
H4 -2.215 2.884 2.080  0.43
H5 -2.328 1.966 -0.141  0.27
H6 -4.239 0.959 0.461  0.52
H7 -3.505 0.440 1.947  0.17
H8 -3.400 -0.858 -0.798  0.43
H9 -4.034 -1.539 0.693  0.34
H10 -1.771 -2.237 -0.273  0.27
H11 -0.773 -2.811 1.650  0.43
H12 -2.506 -2.980 1.960  0.37
H13 -1.284 -1.840 3.798  0.46
H14 -2.595 -0.892 3.157  0.26
H15 0.154 -0.273 3.170  0.37
N4 -0.385 0.028 -1.942  -0.15
C7 0.759 -0.165 -2.818  0.71
C8 0.524 -0.507 -4.143  -0.50
C9 1.576 -0.699 -5.023  -0.60
C10 2.875 -0.539 -4.565  -0.75
C11 3.101 -0.197 -3.243  -0.83
C12 2.055 -0.002 -2.337  0.16
C13 2.411 0.327 -0.926  0.89
C14 3.440 1.247 -0.708  -0.64
C15 3.966 1.458 0.556  -0.69
C16 3.494 0.719 1.630  -0.81
C17 2.454 -0.179 1.428  -0.53
C18 1.858 -0.360 0.171  -0.36
H16 -1.107 -0.629 -2.215  0.27
H17 -0.778 0.952 -2.098  0.29
H18 -0.498 -0.619 -4.489  0.40
H19 1.381 -0.970 -6.051  0.39
H20 3.711 -0.692 -5.233  0.41
H21 4.118 -0.106 -2.883  0.53
H22 3.841 1.798 -1.551  0.56
H23 4.761 2.179 0.696  0.41
H24 3.928 0.842 2.614  0.43
H25 2.119 -0.784 2.265  0.59

- E_LUMO (spin up / spin down) (Eh) = -0.088 / -0.133
- 2S+1 = 3
- E_tot (eV) = -28504.6560
- net charge = +1
- frontier orbital gap (spin up / spin down) (Ha) = 0.2866 / 0.2695
- HOMO energy (spin up / spin down) (eV) = -10.18 / -10.96
- ⟨S²⟩ = 2.010
- M (g/mol) = 403.846